# 1
26 unconnected molecules or ions with the total composition C10H72O31, computed with wB97M-V/def2-TZVPD.

## Properties
Highest occupied orbital energy: -9.69 eV
E_tot: -2756.63173 hartree
F_max: 0.0594 Eh/bohr
Molar mass: 688.655 g/mol
Total charge: 0

CARTESIAN COORDINATES (ANGSTROEM)
O 1.3157 -0.1226 -1.9036
H 2.0948 0.4189 -2.1052
H 1.4628 -0.4653 -1.0518
O -0.2346 -2.8143 -3.0144
H -0.6105 -3.7268 -3.0904
H 0.7170 -2.7082 -3.2828
O 3.5138 2.7934 -0.3442
H 3.5222 3.0709 -1.2552
H 2.5342 2.6105 -0.2917
O -4.3454 -1.6159 -3.6659
H -3.5397 -2.0188 -4.1020
H -5.0093 -2.3093 -3.5310
O 2.1052 -4.3888 -2.8918
H 2.4748 -5.2130 -3.2504
H 2.5438 -4.2722 -2.0235
O 2.3822 2.5538 -2.9399
H 2.8892 3.1651 -3.4343
H 1.5311 2.9825 -2.8892
O -2.3003 4.5513 0.1717
H -2.6066 4.4902 -0.7552
H -1.4252 4.2108 0.0569
O 5.1323 0.4661 -1.7945
H 4.3009 0.9384 -1.6466
H 4.9703 -0.4695 -1.6558
O -1.7252 -1.5962 -1.0332
H -2.3556 -1.1827 -1.6572
H -1.0236 -1.9654 -1.6278
O -1.9837 -4.6563 -2.8949
H -2.6100 -4.6264 -3.6427
H -2.4533 -4.4008 -2.0748
O -2.0915 -1.9153 -5.0421
H -1.9867 -2.3828 -5.8763
H -1.4672 -2.4093 -4.4759
O 3.1001 -1.5083 8.7882
H 3.0322 -2.3769 8.3619
H 3.7422 -0.9893 8.2868
O -3.9122 1.0457 1.4622
H -3.5634 1.6437 2.1593
H -4.4755 0.4514 1.9883
O 0.8611 -0.4012 2.8928
H 0.0798 -0.1335 2.3766
H 1.1664 0.4626 3.2462
O -0.2112 2.6622 -0.1799
H -0.6498 1.9158 0.2589
H 0.3023 2.2101 -0.8155
O -0.9906 0.8091 -4.1160
H -1.3170 0.0168 -4.5440
H -0.3226 0.4170 -3.5279
O 3.4203 -4.3080 -0.5481
H 4.3809 -4.3347 -0.7116
H 3.2149 -4.4562 0.3909
O -3.2629 0.9302 -2.2010
H -2.4556 0.6661 -2.6233
H -3.9440 0.5871 -2.7739
O -1.1865 0.1354 0.9030
H -1.3333 -0.4040 0.1338
H -2.1100 0.3905 1.0462
O -4.6462 -1.3224 0.1120
H -4.2594 -0.4267 0.0002
H -5.5950 -1.2421 -0.0169
O 2.2053 -1.0569 0.4237
H 2.1510 -2.0156 0.5435
H 2.1002 -0.8185 1.3719
C 3.6163 -2.6339 3.2127
C 2.2815 -3.3618 3.1773
O 2.1069 -3.7714 1.8562
O 4.6117 -3.5624 2.6696
H 3.8213 -2.2924 4.2152
H 3.5990 -1.6737 2.6155
H 1.5345 -2.6578 3.4711
H 2.3760 -4.2541 3.8454
H 1.1774 -3.6132 1.6444
H 5.4782 -3.2731 2.9692
C -2.8224 4.2770 -3.6088
C -1.3341 4.6873 -3.7658
O -0.4346 3.6237 -3.6611
O -3.0956 3.8038 -2.2534
H -3.2220 3.5528 -4.3240
H -3.5299 5.0861 -3.7028
H -0.9892 5.4343 -3.0720
H -1.2975 5.1854 -4.7655
H -0.7731 2.7503 -4.0322
H -2.7827 2.8704 -2.1186
C -1.7312 4.9869 3.4630
C -1.7599 3.5497 3.2506
O -2.9422 3.2235 2.4735
O -2.7068 5.4576 4.3094
H -1.7193 5.4654 2.4524
H -0.7474 5.2295 3.9562
H -1.6721 2.9669 4.1710
H -0.8147 3.2810 2.7226
H -2.6805 3.4905 1.5457
H -3.5135 5.4417 3.8204
C 4.9737 1.8164 2.0269
C 3.7488 1.9707 2.8846
O 2.6332 2.4598 2.2358
O 5.7086 3.0280 1.7406
H 4.7474 1.3021 1.1253
H 5.6658 1.1504 2.6204
H 3.9431 2.6346 3.7591
H 3.6077 0.9592 3.2910
H 2.8794 3.2346 1.7429
H 5.6806 3.3291 0.8323
C -2.1689 -3.9732 1.5005
C -3.1572 -4.5960 0.5228
O -3.3125 -3.8362 -0.6481
O -0.8273 -4.1186 0.9643
H -2.0832 -4.6123 2.4003
H -2.3552 -2.9551 1.6692
H -4.1493 -4.7949 1.0549
H -2.7289 -5.5615 0.2138
H -3.4386 -2.8600 -0.5011
H -0.6446 -3.3887 0.3547


# 2
A molecular structure, C10H7CeN2O5, computed with wB97M-V/def2-TZVPD.

## Properties
Multiplicity: 2
Highest occupied orbital energy (alpha / beta): -14.54 / -14.54 eV
E_tot: -1345.35398 hartree
F_max: 0.1918 Eh/bohr
Molar mass: 375.291 g/mol
Total charge: +2
Relative energy (zero: lowest compared OMol25 entry of this formula, charge and spin): 0.262 eV

CARTESIAN COORDINATES (ANGSTROEM)
O -1.3891 3.3255 -6.5973
C -1.3981 2.9937 -5.4962
Ce -1.4212 1.7374 -2.0359
C -1.4402 1.5460 0.4247
O -1.5873 1.6367 1.5776
C -1.4163 -0.7473 -1.7617
O -1.4591 -1.9048 -1.7434
C 0.8951 1.1564 -2.1120
O 2.0173 0.8306 -2.2096
C -3.7463 1.0860 -1.8816
O -4.8335 0.6713 -1.8747
H -1.3651 0.7013 -3.6169
N 2.3611 -1.7762 3.6945
C 1.6967 -1.2940 2.6346
C 0.4798 -1.8900 2.2106
C -0.2169 -1.2857 1.1415
N 0.2844 -0.2363 0.4670
C 1.4094 0.3566 0.8830
C 2.1921 -0.1605 1.9336
H 2.0137 -2.5531 4.2208
H 3.2046 -1.3481 4.0213
H 0.0328 -2.7727 2.6829
H -1.1901 -1.6998 0.8661
H 1.7467 1.2769 0.3965
H 3.1295 0.3502 2.1744


# 3
A single C10H7ClF2 molecule, computed with wB97M-V/def2-TZVPD.

## Properties
Multiplicity: 3
Highest occupied orbital energy (alpha / beta): -4.75 / -9.37 eV
E_tot: -1044.83237 hartree
F_max: 0.1331 Eh/bohr
Molar mass: 200.615 g/mol
Total charge: 0

CARTESIAN COORDINATES (ANGSTROEM)
C 2.4883 0.8006 -0.5672
C 2.1242 0.5433 -1.8813
C 1.5897 0.6478 0.4288
C 0.7975 0.2205 -2.1355
C 0.3641 0.1354 0.1308
C -0.1361 -0.1382 -1.1337
C -0.7863 -0.2359 1.4865
C -1.9830 -0.5435 1.8959
C -0.8798 -0.6315 2.9181
C -1.5853 -0.3616 -1.3866
F -0.3859 -1.6879 3.5606
F -0.7837 0.4244 3.8055
Cl -3.6389 -0.9462 1.6998
H 3.4796 1.1235 -0.1856
H 2.8686 0.8103 -2.5428
H 1.8287 0.9332 1.5313
H 0.4694 0.1465 -3.2797
H -1.7902 -0.5036 -2.3633
H -1.8866 -1.2114 -0.7581
H -2.1542 0.4741 -1.2236


Among the records above, which one has the highest total charge?
C10H7CeN2O5


Which value of total charge does entry 3 give?
0


Copy entry 3 word for word.
A single C10H7ClF2 molecule, computed with wB97M-V/def2-TZVPD.

## Properties
Multiplicity: 3
Highest occupied orbital energy (alpha / beta): -4.75 / -9.37 eV
E_tot: -1044.83237 hartree
F_max: 0.1331 Eh/bohr
Molar mass: 200.615 g/mol
Total charge: 0

CARTESIAN COORDINATES (ANGSTROEM)
C 2.4883 0.8006 -0.5672
C 2.1242 0.5433 -1.8813
C 1.5897 0.6478 0.4288
C 0.7975 0.2205 -2.1355
C 0.3641 0.1354 0.1308
C -0.1361 -0.1382 -1.1337
C -0.7863 -0.2359 1.4865
C -1.9830 -0.5435 1.8959
C -0.8798 -0.6315 2.9181
C -1.5853 -0.3616 -1.3866
F -0.3859 -1.6879 3.5606
F -0.7837 0.4244 3.8055
Cl -3.6389 -0.9462 1.6998
H 3.4796 1.1235 -0.1856
H 2.8686 0.8103 -2.5428
H 1.8287 0.9332 1.5313
H 0.4694 0.1465 -3.2797
H -1.7902 -0.5036 -2.3633
H -1.8866 -1.2114 -0.7581
H -2.1542 0.4741 -1.2236